# 1
47
Properties=species:S:1:pos:R:3:lowdin_charge:R:1 method="wB97M-V/def2-TZVPD" homo_ev=-7.776 relative_energy_kj_mol=19.3 lumo_ev=-2.381
Cl 4.6600 -2.4659 -3.3015 0.49
B 3.5822 -0.9495 -3.2404 -1.93
Cl 3.9614 0.0392 -1.7241 0.56
Cl 3.8548 0.0806 -4.7528 0.53
O 2.1921 -1.3722 -3.1968 -0.05
C 1.3108 -0.3730 -3.1517 -0.01
C -0.0653 -0.6206 -3.1158 -0.16
C -1.0440 0.3994 -3.0735 0.01
C -2.3749 0.0685 -3.0514 -0.06
C -2.7723 -1.2619 -3.0689 -0.03
C -1.8268 -2.2731 -3.1085 -0.04
C -0.4940 -1.9614 -3.1313 0.03
H 1.7010 0.6320 -3.1497 0.11
H -0.7410 1.4322 -3.0645 0.12
H -3.1269 0.8399 -3.0255 0.11
H -3.8182 -1.5179 -3.0554 0.12
H -2.1349 -3.3046 -3.1252 0.12
H 0.2573 -2.7309 -3.1671 0.13
C 2.6235 2.5958 1.6244 -0.18
C 1.7591 1.7510 0.6928 -0.15
N 0.6330 1.1878 1.4493 -0.09
C 0.4530 -0.2120 1.6313 -0.26
C 1.4921 -1.0598 1.5443 0.07
C -0.9064 -0.7306 1.8940 -0.18
C -1.1068 -1.8689 2.6702 -0.03
C -2.3757 -2.3544 2.8980 -0.08
C -3.4718 -1.6990 2.3755 -0.10
C -3.2946 -0.5633 1.6130 -0.09
C -2.0235 -0.0917 1.3632 -0.05
C -0.1550 2.2050 2.1691 -0.14
C 0.7701 3.0601 3.0346 -0.18
O 1.8489 3.5988 2.2746 -0.14
H 3.0856 1.9753 2.4016 0.13
H 3.4348 3.0980 1.0818 0.13
H 1.3618 2.3655 -0.1217 0.12
H 2.3349 0.9501 0.2200 0.05
H 1.3580 -2.1194 1.6249 0.05
H 2.4948 -0.7180 1.3919 0.05
H -0.2537 -2.3643 3.0983 0.11
H -2.5119 -3.2514 3.4781 0.10
H -4.4643 -2.0738 2.5634 0.10
H -4.1518 -0.0423 1.2183 0.10
H -1.8812 0.7794 0.7487 0.10
H -0.6819 2.8314 1.4418 0.12
H -0.9213 1.7163 2.7787 0.12
H 0.2326 3.9034 3.4887 0.13
H 1.1965 2.4703 3.8553 0.12

***

# 2
19
Properties=species:S:1:pos:R:3:lowdin_charge:R:1 method="wB97M-V/def2-TZVPD" charge=-1 homo_ev=-4.416 relative_energy_kj_mol=46.1 lumo_ev=3.911
C -2.5919 -0.0131 0.3116 -0.04
C -1.5043 -1.1001 0.1022 -0.78
O -1.1948 -1.7594 1.1177 -0.09
O -0.9903 -1.1724 -1.0468 -0.10
H -3.3994 -0.1362 -0.3969 0.05
H -2.1337 0.9658 0.2456 0.05
H -2.9194 -0.1428 1.3398 0.05
C 1.5355 1.2499 -0.0818 -0.52
C 1.1086 0.8874 1.3235 -0.07
C 2.7859 0.4260 -0.4298 -0.07
O 0.5324 1.0971 -1.0483 -0.07
H 1.8924 2.2919 -0.1356 0.12
H 0.8357 -0.1770 1.3775 0.07
H 2.8964 0.3982 -1.5029 0.07
H 3.6480 0.8839 0.0595 0.06
H 2.6815 -0.5698 -0.0046 0.07
H 0.0682 0.2473 -0.8520 0.04
H 0.1596 1.2911 1.7118 0.08
H 1.8989 1.0806 2.0470 0.07

***

# 3
22
Properties=species:S:1:pos:R:3:lowdin_charge:R:1 method="wB97M-V/def2-TZVPD" homo_ev=-9.853 smiles=CCB(C)C[SiH2]C relative_energy_kj_mol=70.0 lumo_ev=0.628
C 1.1472 2.2745 1.3699 -0.16
C 1.4411 1.4857 0.1456 -0.23
B 0.8542 -0.1251 0.0097 -0.24
C 1.7538 -0.8732 -1.0481 -0.09
C -0.1837 -1.1899 0.9151 -0.21
Si -1.8307 -1.7100 -0.2509 0.65
C -2.7370 -0.0979 -0.7790 -0.28
H 1.5084 1.8501 2.2961 0.07
H 0.0533 2.4437 1.3803 0.08
H 1.6869 3.2377 1.1940 0.08
H 2.4834 1.2022 0.1958 0.08
H 1.3370 2.0491 -0.8331 0.12
H 1.1950 -1.5875 -1.7470 0.08
H 2.5370 -1.4817 -0.6877 0.05
H 2.1859 -0.1760 -1.7356 0.04
H 0.3636 -2.1503 1.0530 0.04
H -0.4347 -0.7241 1.8336 0.00
H -1.7453 -2.4857 -1.4638 -0.08
H -2.7836 -2.5868 0.6956 -0.04
H -3.9069 -0.2179 -0.7269 0.06
H -2.4544 0.6364 -0.0486 -0.01
H -2.4703 0.2267 -1.7678 0.00

***

# 4
16
Properties=species:S:1:pos:R:3:lowdin_charge:R:1 method="wB97M-V/def2-TZVPD" charge=+1 homo_ev="-16.168 / -15.648" relative_energy_kj_mol=90.5 lumo_ev="-3.031 / -11.705" spin_multiplicity=2 s2=0.753
C 1.4332 -0.7197 0.8167 -0.11
C 0.9009 -2.1316 0.7439 -0.14
H 2.3686 -0.7028 0.3693 0.07
H 0.8347 0.0759 0.3372 0.06
H 1.5831 -0.5018 1.8832 0.10
H 0.1760 -2.4096 1.5201 0.08
H 0.4005 -2.3627 -0.3075 0.12
H 1.7067 -2.8676 0.9483 0.10
C -1.5442 0.7881 -0.8134 -0.01
C -0.7964 2.1045 -0.7348 -0.06
H -1.9401 0.6086 -1.8075 0.12
H -0.9195 -0.1433 -0.5808 0.16
H -2.3084 0.7315 -0.0069 0.14
H -0.8907 2.6436 0.1801 0.08
H -1.2363 2.7373 -1.6201 0.17
H 0.2640 1.9422 -0.9893 0.12

***

# 5
7
Properties=species:S:1:pos:R:3:lowdin_charge:R:1 method="wB97M-V/def2-TZVPD" homo_ev="-9.692 / -10.052" relative_energy_kj_mol=442.5 lumo_ev="-2.394 / -2.004"
C 1.0253 0.7226 0.5812 0.02
C 0.2587 1.0486 -0.4557 0.01
C 0.3268 -0.4249 -0.3363 -0.75
Cl -2.9700 0.2396 -0.3617 -0.06
Cl -1.0219 -1.1932 0.2777 0.62
H 1.6181 0.7421 1.4081 0.05
H 0.7630 -1.1349 -1.1132 0.10

***

# 6
17
Properties=species:S:1:pos:R:3:lowdin_charge:R:1 method="wB97M-V/def2-TZVPD" homo_ev=-8.953 smiles=NC[C@@H]1S[C@@H]1CN relative_energy_kj_mol=228.1 lumo_ev=0.831
N -1.4073 -1.6886 0.4806 0.01
C -1.2319 -0.3599 1.1268 -0.29
C 0.1751 0.1887 1.3150 -0.61
S 0.4198 1.9833 1.5484 0.85
C 1.0349 0.7653 0.3068 -0.60
C 0.5345 0.9631 -1.1388 -0.29
N 0.9000 -0.3773 -1.8338 -0.06
H -1.0436 -1.7894 -0.4614 0.05
H -2.3243 -2.0566 0.5345 0.04
H -1.4722 -0.2672 2.2648 0.14
H -1.8969 0.4059 0.6365 0.10
H 0.6940 -0.4407 1.9764 0.09
H 2.0994 0.3925 0.2637 0.13
H 1.0135 1.9990 -1.5070 0.13
H -0.5830 1.1917 -1.0460 0.10
H 1.2161 -0.4156 -2.9941 0.16
H 1.8719 -0.4941 -1.4725 0.03